{"formula": "C9H18NO4S", "method": "wB97M-V/def2-TZVPD", "elements": ["C", "C", "C", "C", "C", "C", "C", "C", "C", "N", "O", "O", "O", "O", "S", "H", "H", "H", "H", "H", "H", "H", "H", "H", "H", "H", "H", "H", "H", "H", "H", "H", "H"], "coordinates": [[-0.34095, 0.26581, 0.51135], [-1.32645, 0.47005, 1.26908], [0.75496, 2.27525, -2.42716], [2.34404, 1.30382, 0.65000], [-1.46321, -0.70705, -2.01149], [-1.75131, -2.07744, 3.76456], [0.02601, 1.82268, -1.17409], [1.83952, 0.30616, -0.38009], [0.01736, -0.62061, -1.68474], [0.37425, 0.44249, -0.68480], [-2.09440, 0.57723, 2.14700], [-1.51908, -2.75982, 0.98238], [0.94854, -2.50893, 1.18654], [-0.48891, -1.96108, 3.12927], [-0.37530, -2.16766, 1.58721], [0.53582, 1.64854, -3.28703], [0.40823, 3.27969, -2.66064], [1.83040, 2.32789, -2.28602], [3.34499, 1.00855, 0.95359], [2.40549, 2.31456, 0.25559], [1.71242, 1.30261, 1.53549], [-1.61652, -1.56473, -2.66086], [-2.05887, -0.86265, -1.11516], [-1.82619, 0.17121, -2.53731], [-2.05582, -1.09978, 4.13897], [-1.63816, -2.77851, 4.59361], [-2.49789, -2.45943, 3.06730], [-1.05140, 1.83870, -1.34372], [0.24046, 2.51109, -0.35497], [1.98657, -0.70677, 0.00144], [2.39329, 0.40916, -1.31349], [0.59528, -0.42834, -2.58979], [0.34683, -1.57268, -1.26202]], "forces_ev_per_angstrom": [[0.56, -2.75, 1.00], [-0.70, 0.52, 1.07], [-0.01, -0.20, 0.11], [-0.14, -0.02, -0.16], [0.15, 0.14, 0.12], [-1.83, -0.16, 0.96], [-0.15, 0.98, -0.43], [1.08, 0.11, 0.41], [-0.48, -0.66, -0.71], [-0.22, 0.01, 0.09], [-0.32, 0.12, -0.29], [-0.02, 0.20, 0.46], [-0.27, 0.02, 0.72], [1.39, 0.12, -1.68], [0.60, 1.56, -1.44], [0.00, -0.04, -0.09], [-0.04, 0.04, 0.01], [0.10, 0.01, -0.01], [0.06, -0.04, -0.02], [0.01, 0.09, -0.02], [0.01, 0.01, 0.06], [0.03, -0.06, -0.05], [-0.05, -0.02, 0.01], [-0.05, 0.07, -0.07], [0.18, -0.11, -0.13], [0.16, 0.08, -0.18], [0.07, 0.07, 0.13], [0.09, -0.14, 0.12], [-0.03, -0.21, 0.01], [-0.19, 0.10, -0.18], [-0.21, -0.08, -0.05], [0.09, 0.04, 0.19], [0.13, 0.22, 0.04]], "mulliken_charge": [-1.63, 1.49, -1.31, -1.22, -1.23, -0.64, -0.61, -0.27, -0.50, 0.26, -0.53, -0.47, -0.54, -0.21, 1.20, 0.32, 0.43, 0.31, 0.45, 0.30, 0.26, 0.43, 0.29, 0.33, 0.29, 0.27, 0.37, 0.55, 0.50, 0.50, 0.54, 0.52, 0.56], "relative_energy_kj_mol": 0.0, "multiplicity": 1, "charge": 1, "largest_force_ev_per_a": 2.981, "e_homo_ha": [-0.48269, -0.48280], "molar_mass_g_mol": 236.31, "orbital_gap_ha": [0.2758, 0.2761]}

{"formula": "C9H18O2P", "method": "wB97M-V/def2-TZVPD", "elements": ["C", "C", "C", "C", "C", "C", "C", "C", "C", "O", "O", "P", "H", "H", "H", "H", "H", "H", "H", "H", "H", "H", "H", "H", "H", "H", "H", "H", "H", "H"], "coordinates": [[-0.27241, -1.27179, 1.89545], [-3.25000, -0.89555, -0.06293], [-2.56613, -0.35020, -1.27020], [-2.69352, -0.12999, 1.16428], [-1.09012, -0.13582, -0.90898], [3.65802, -1.71259, -0.84853], [-0.83991, 2.02274, 1.54315], [3.44436, -0.18912, -0.88997], [1.48227, 0.80134, 0.07226], [0.26261, -2.22900, 1.50428], [2.02895, -0.11200, -0.64572], [-0.84900, 0.29339, 0.80257], [-0.73523, -1.13808, 2.81586], [-4.34136, -0.97806, -0.16924], [-2.72146, -1.93465, 0.09069], [-2.66431, -1.15292, -2.09319], [-3.13671, 0.51788, -1.74275], [-3.09644, 0.85226, 1.20040], [-2.94662, -0.60739, 2.12099], [-0.46243, -1.00420, -1.16900], [-0.71074, 0.63959, -1.55542], [3.87461, -2.17304, 0.08224], [2.74690, -2.23507, -1.26460], [4.31900, -2.11619, -1.52006], [-1.54633, 2.12954, 2.36616], [-0.95090, 2.77269, 0.72154], [0.12257, 2.18203, 1.96159], [3.77261, 0.29578, -1.86677], [4.16581, 0.20107, -0.09825], [2.29956, 1.42535, 0.51508]], "forces_ev_per_angstrom": [[-0.09, 2.22, -1.87], [1.87, -2.06, 1.61], [-1.08, -0.78, -2.42], [0.10, -0.17, -0.28], [0.10, 0.44, -2.03], [-2.70, -0.18, -1.03], [0.17, -0.56, -1.08], [3.06, -1.56, -0.05], [0.81, -0.85, 0.33], [0.85, -1.10, -0.79], [-0.91, 1.89, 0.33], [-1.59, -0.60, 1.40], [-0.80, 0.04, 2.36], [0.48, -0.05, 0.38], [-1.65, 1.27, -0.40], [0.45, 1.23, 1.07], [1.18, -0.58, 0.95], [-0.75, 1.00, 0.12], [0.32, 0.08, -0.20], [-0.26, 0.09, 0.43], [0.44, 0.43, -0.07], [0.05, 0.16, 1.16], [0.45, 0.74, 0.75], [2.38, -0.27, -1.65], [-0.33, -0.09, -0.45], [-0.26, -0.66, 0.66], [1.01, 0.16, 0.29], [-1.11, -0.68, 1.12], [-1.74, 0.32, -0.54], [-0.41, 0.14, -0.11]], "mulliken_charge": [-0.18, -0.44, -0.72, -1.28, -0.57, -1.20, -1.32, -0.16, -0.39, -0.32, -0.08, 1.00, 0.49, 0.38, 0.21, 0.31, 0.31, 0.49, 0.54, 0.44, 0.42, 0.36, 0.26, 0.42, 0.46, 0.35, 0.45, 0.27, 0.33, 0.19], "relative_energy_kj_mol": 332.5, "multiplicity": 1, "charge": 1, "largest_force_ev_per_a": 3.436, "e_homo_ha": -0.47280, "molar_mass_g_mol": 189.22, "orbital_gap_ha": 0.3213}

{"formula": "C9H18O3", "method": "wB97M-V/def2-TZVPD", "elements": ["C", "C", "O", "C", "H", "H", "H", "H", "H", "H", "C", "C", "O", "C", "H", "H", "H", "H", "H", "H", "C", "C", "O", "C", "H", "H", "H", "H", "H", "H"], "coordinates": [[-20.48276, 26.94456, -121.41422], [-21.91332, 26.50733, -121.72482], [-22.17419, 25.38296, -122.22263], [-23.05677, 27.48802, -121.53197], [-20.47826, 27.67600, -120.62479], [-20.05324, 27.46350, -122.34051], [-19.69368, 26.06767, -121.04234], [-23.87423, 26.68146, -121.58647], [-23.23353, 28.34284, -122.17735], [-22.87898, 28.10070, -120.71005], [-26.12278, 25.34369, -119.44174], [-25.89399, 26.77688, -118.99676], [-24.80724, 27.25113, -119.07529], [-27.05684, 27.64072, -118.55875], [-26.22656, 25.41840, -120.53614], [-26.97067, 25.05369, -118.93251], [-25.35615, 24.64260, -119.30691], [-26.74692, 28.65641, -118.41410], [-27.47360, 27.16653, -117.71555], [-27.76763, 27.92984, -119.37337], [-15.70602, 27.35833, -124.55131], [-17.18773, 27.50820, -124.06886], [-17.48220, 28.40306, -123.22262], [-18.22354, 26.24947, -124.32160], [-15.31301, 26.53945, -124.33467], [-15.21451, 28.31284, -124.41785], [-15.68997, 27.35058, -125.79851], [-17.73476, 25.74441, -125.12258], [-19.25231, 26.58857, -124.71040], [-18.20252, 25.64283, -123.49318]], "forces_ev_per_angstrom": [[1.95, -1.59, -0.16], [0.35, -1.98, -2.29], [0.87, 2.76, 1.57], [-0.59, -2.47, -1.21], [-0.03, 0.40, 0.30], [-0.50, -0.81, 1.21], [-2.37, 2.07, -1.31], [0.40, 2.17, 0.68], [0.30, -0.58, -1.48], [-0.28, 0.07, 2.58], [0.00, 2.05, -1.12], [-0.31, -0.33, -0.74], [1.88, 0.86, 0.21], [-0.07, 0.65, -2.08], [-0.59, -0.15, 0.31], [-2.19, -1.25, 0.45], [1.47, -0.52, 0.63], [0.92, 0.29, 1.06], [-1.14, -0.14, 0.98], [-0.03, -1.48, 0.43], [-5.44, 7.87, -6.30], [-1.12, 0.49, 3.70], [0.85, -2.73, -3.40], [0.70, 4.23, -2.85], [3.68, -6.93, 2.52], [0.47, -0.27, 0.90], [-0.44, -0.24, 2.95], [0.07, -0.79, -0.74], [1.57, -0.48, 1.09], [-0.38, -1.17, 2.11]], "mulliken_charge": [-0.75, 0.75, -0.61, -0.98, 0.36, 0.09, 0.22, 0.14, 0.39, 0.37, -1.08, 0.79, -0.50, -1.18, 0.25, 0.40, 0.34, 0.36, 0.32, 0.31, -1.22, 0.78, -0.55, -0.98, 0.42, 0.33, 0.27, 0.39, 0.27, 0.31], "relative_energy_kj_mol": 336.1, "multiplicity": 1, "largest_force_ev_per_a": 11.455, "e_homo_ha": -0.34569, "molar_mass_g_mol": 174.24, "orbital_gap_ha": 0.3770, "smiles": "CC(C)=O.CC(C)=O.CC(C)=O"}